{
  "formula": "C36H37BF4N7PPm",
  "method": "ωB97M-V with the def2-TZVPD basis set",
  "species": ["Pm", "C", "C", "C", "C", "C", "N", "C", "C", "C", "C", "C", "C", "C", "N", "C", "C", "C", "N", "C", "C", "N", "C", "C", "C", "N", "H", "H", "H", "H", "H", "H", "H", "H", "H", "H", "H", "H", "H", "H", "H", "H", "H", "H", "C", "P", "C", "C", "C", "C", "C", "C", "C", "C", "C", "C", "C", "C", "H", "H", "H", "H", "H", "H", "H", "H", "H", "H", "H", "H", "H", "C", "N", "C", "C", "N", "H", "H", "H", "H", "H", "H", "F", "B", "F", "F", "F"],
  "xyz": [[-0.83337, -2.04521, -0.21443], [4.72873, -1.23482, 4.76145], [3.86872, -1.12007, 3.56601], [4.15607, -0.29469, 2.44807], [3.25892, -0.31193, 1.34094], [2.05747, -1.03153, 1.29917], [1.37004, -1.34182, 0.13710], [2.03605, -1.77771, -0.98482], [2.92277, -2.88689, -0.86550], [3.98992, -3.12137, -1.72489], [4.05960, -2.51110, -2.98170], [5.29850, -2.70399, -3.78761], [2.94385, -1.63306, -3.31795], [1.96552, -1.27656, -2.37113], [0.81373, -0.52707, -2.80017], [0.81222, 0.68913, -3.40862], [-0.51486, 1.12258, -3.53579], [-1.26836, 0.13695, -2.94566], [-0.47042, -0.82904, -2.39087], [1.66928, -1.55047, 2.53323], [2.58872, -1.66771, 3.60815], [0.39435, -2.16177, 2.75308], [0.15577, -3.21610, 3.59360], [-1.26122, -3.31227, 3.72816], [-1.80678, -2.34749, 2.91615], [-0.82640, -1.61859, 2.26397], [5.19675, -0.27122, 4.97804], [5.53553, -2.07859, 4.63980], [4.13188, -1.53514, 5.66933], [5.11893, 0.09115, 2.17553], [3.50481, 0.21368, 0.42441], [2.77065, -3.56835, -0.01355], [4.73447, -3.87965, -1.46751], [5.32726, -3.76300, -4.10451], [6.26864, -2.49490, -3.30750], [5.18681, -2.06606, -4.70112], [2.94572, -1.18084, -4.30184], [1.76716, 1.15297, -3.78691], [-0.73348, 2.04624, -4.05210], [-2.32488, 0.00499, -2.83126], [2.28146, -2.25085, 4.46009], [0.95341, -3.82836, 4.01833], [-1.77032, -4.03967, 4.36807], [-2.83214, -1.99761, 2.80595], [-0.81159, 2.81913, 1.14023], [-1.36501, 3.62762, -0.51752], [-2.92106, 4.34688, -0.05278], [-2.97583, 5.17917, 1.06904], [-3.99840, 6.03210, 1.23592], [-5.04153, 5.98915, 0.29608], [-5.09873, 5.09351, -0.75359], [-3.98205, 4.29007, -0.96442], [-0.25939, 5.05205, -0.54478], [-0.70939, 6.28928, -0.97084], [0.15963, 7.35385, -1.18366], [1.50909, 7.15503, -0.90026], [1.98574, 5.93064, -0.46335], [1.07709, 4.85326, -0.40296], [-0.33020, 1.90366, 0.89862], [-1.76103, 2.58682, 1.73575], [-0.10502, 3.53632, 1.59344], [-2.08467, 5.09898, 1.71346], [-3.94605, 6.86378, 1.98219], [-5.84905, 6.70479, 0.41992], [-5.99385, 4.91925, -1.33180], [-3.88226, 3.52685, -1.80466], [-1.81253, 6.43460, -1.09970], [-0.28072, 8.31427, -1.39092], [2.17088, 8.01615, -0.93131], [2.98544, 5.79973, -0.11079], [1.51311, 3.85896, -0.22679], [-3.14053, -6.51544, -1.77521], [-2.60610, -6.04656, -0.56192], [-3.05685, -6.62788, 0.69421], [-1.71974, -5.10661, -0.60054], [-0.84676, -4.32510, -0.65189], [-3.89718, -5.82032, -2.21291], [-3.68451, -7.42851, -1.66917], [-2.29203, -6.64570, -2.48257], [-3.22810, -5.84312, 1.41238], [-2.28643, -7.31785, 1.06919], [-4.02035, -7.18194, 0.54257], [-3.11401, -2.27188, 0.07156], [-3.58880, -0.91712, -0.12873], [-4.08400, -0.77668, -1.45068], [-4.48957, -0.54305, 0.83887], [-2.30911, -0.19032, -0.12290]],
  "forces_ev_per_a": [[1.7, 2.3, -0.1], [1.3, -1.8, 1.1], [-1.1, 1.0, -0.8], [-1.6, -1.8, -1.6], [0.7, 0.1, 0.5], [0.6, -0.4, 0.5], [-2.6, 0.4, -0.1], [1.7, -0.8, -2.4], [0.1, 0.3, 0.6], [-0.8, -0.5, -0.6], [-1.4, 1.8, 1.6], [-0.4, 0.0, -1.9], [1.5, -1.0, 1.0], [-0.1, -1.0, 1.3], [-0.2, 1.7, 0.8], [0.5, -0.1, -0.6], [1.9, 0.2, -0.6], [0.8, -1.2, 1.2], [0.2, 0.3, -1.1], [0.7, -0.6, 1.0], [-0.4, 0.5, -1.2], [-1.7, -1.0, -0.2], [-1.7, 1.0, -0.7], [1.5, -1.1, 0.6], [1.2, 1.6, -0.9], [0.9, -1.5, 1.6], [0.2, -0.3, 0.0], [-1.3, 1.7, 0.2], [0.6, 0.4, -0.9], [0.4, 0.5, 0.7], [0.3, -0.1, 0.1], [0.4, 0.7, 0.0], [-0.3, 0.2, 0.0], [0.2, 0.4, -0.1], [-0.7, 0.2, 0.1], [0.5, -0.6, 0.6], [-0.3, 0.0, -0.1], [-1.3, -0.7, 0.6], [-0.5, -0.2, 0.2], [-0.3, 0.3, 0.1], [0.0, 0.2, 0.3], [-0.4, 0.4, -0.2], [0.2, 0.5, -0.4], [0.2, -0.4, -0.1], [-1.7, 1.2, -0.4], [0.6, -2.0, 0.5], [-0.8, 0.5, -0.5], [2.1, -1.4, -0.1], [-1.1, 2.0, 0.1], [-0.7, 0.7, 0.5], [0.4, -0.7, 0.3], [0.7, -1.3, -0.4], [-0.9, -0.1, -0.9], [-1.4, 1.0, -0.2], [-0.4, -1.0, 0.7], [0.3, 0.8, 0.3], [-1.5, -0.4, -0.4], [2.5, 0.0, 0.5], [0.6, -0.8, 0.0], [1.5, 0.5, -0.6], [-0.5, -0.6, 0.3], [-0.7, 0.5, 0.0], [-0.3, -1.1, -0.5], [-0.1, -0.2, 0.0], [0.0, 0.5, -0.2], [-0.4, 1.3, 1.0], [1.1, 0.0, 0.1], [0.3, 0.2, -0.3], [0.0, -0.1, -0.1], [0.6, 0.0, -0.2], [-0.4, 0.3, 0.2], [-0.4, 0.5, -3.2], [0.1, 0.5, 1.2], [-0.3, -0.8, 0.6], [0.9, 0.1, 0.2], [-0.9, -1.5, -0.1], [0.7, -0.2, 0.3], [0.1, -0.8, 0.4], [-0.9, -0.1, 0.1], [-0.1, 0.2, 0.4], [-0.4, 0.1, 0.0], [1.0, 0.6, 0.0], [-0.6, -0.7, 0.2], [-1.5, 1.5, -1.3], [0.5, -0.5, 1.4], [1.2, -0.4, -0.6], [-0.5, -0.1, 0.5]],
  "mulliken_charge": [1.51, -1.38, 0.55, -0.93, -0.77, -0.01, 0.53, 0.03, -0.48, -0.74, 0.55, -1.42, -0.29, 0.12, 0.34, 0.04, -0.91, -0.49, -0.45, 0.53, -0.64, 0.61, -0.05, -1.16, -0.18, -0.59, 0.37, 0.25, 0.34, 0.38, 0.50, 0.38, 0.39, 0.33, 0.34, 0.34, 0.41, 0.40, 0.44, 0.58, 0.42, 0.49, 0.48, 0.52, -1.11, 0.75, 0.05, 0.01, -0.63, -0.33, -0.63, -0.22, 0.13, -0.30, -0.68, -0.32, -0.67, -0.30, -0.03, 0.37, 0.59, 0.27, 0.33, 0.37, 0.40, 0.23, 0.20, 0.39, 0.34, 0.42, 0.37, -1.00, 0.09, -0.85, 0.54, -0.64, 0.31, 0.39, 0.36, 0.31, 0.32, 0.35, -0.35, 0.55, -0.39, -0.30, -0.32],
  "relative_energy_kj_mol": 79.4,
  "orbital_gap_ev": [6.923, 7.030],
  "multiplicity": 5,
  "total_charge": 1
}